1.
94
Properties=species:S:1:pos:R:3:forces:R:3 method="wB97M-V/def2-TZVPD" charge=+1 de_lowest_kcal_mol=29.7 e_tot_ev=-175060.032 spin_multiplicity=2 s_squared=0.758
Pd -0.1037 0.8505 0.3750 1.033 1.105 -1.373
C -2.4371 3.5406 -3.7829 0.195 -0.035 0.140
N -1.3991 3.0978 -2.8552 0.197 0.345 -0.218
C -0.0614 3.6087 -3.1362 -0.219 0.013 0.015
C -1.6029 2.1062 -1.9563 -0.085 0.013 -0.312
N -0.6696 1.1823 -1.7172 0.226 -0.578 0.386
C 0.1174 0.7893 -2.8439 -0.342 -0.110 0.163
C -0.5463 0.4014 -3.9796 -0.156 0.016 -0.268
C 0.1160 0.2865 -5.2246 -0.297 -0.027 0.107
C 1.4294 0.6260 -5.3216 0.156 0.110 -0.016
C 2.1705 0.9518 -4.1546 -0.051 -0.025 0.054
C 3.5368 1.3253 -4.2494 -0.074 -0.085 -0.143
C 4.2580 1.5615 -3.1206 0.134 0.038 0.326
C 3.6763 1.3275 -1.8524 0.317 0.257 -0.095
C 2.3667 0.9431 -1.7230 -0.251 0.036 0.174
N 1.9126 0.4854 -0.4580 -0.297 -0.191 0.198
C 2.7680 -0.3119 0.1812 0.219 -0.027 -0.077
N 2.9417 -0.2146 1.5129 -0.175 0.116 0.244
C 3.3431 -1.3362 2.3586 -0.077 0.055 -0.131
C 2.7083 1.0498 2.2164 0.281 -0.376 0.087
N 3.4831 -1.2611 -0.4754 0.210 -0.138 -0.128
C 4.8907 -1.5118 -0.1676 -0.166 0.025 -0.047
C 3.0659 -1.7260 -1.7948 0.085 -0.136 0.124
C 1.5393 0.8978 -2.8801 0.043 -0.002 -0.118
N -2.7955 2.1179 -1.3388 0.024 -0.075 0.249
C -3.3748 0.9395 -0.7164 -0.101 0.185 -0.300
C -3.4248 3.3701 -0.9327 -0.047 -0.047 -0.029
H -2.1237 3.3118 -4.8039 0.038 -0.013 -0.032
H -2.5984 4.6167 -3.7076 -0.009 0.029 0.036
H -3.3732 3.0287 -3.5884 -0.016 -0.054 0.058
H 0.3777 3.1470 -4.0213 0.011 -0.036 -0.067
H 0.5916 3.4457 -2.2833 -0.009 -0.046 0.044
H -0.1372 4.6820 -3.3072 -0.029 0.047 -0.001
H -1.6239 0.2617 -3.9222 0.131 0.016 -0.064
H -0.4439 -0.0143 -6.1049 0.048 0.051 0.115
H 1.9337 0.6397 -6.2834 -0.040 -0.012 0.123
H 3.9848 1.4330 -5.2333 -0.063 -0.058 0.123
H 5.2941 1.8845 -3.1862 -0.167 -0.068 0.042
H 4.2864 1.4064 -0.9560 -0.018 0.035 -0.116
H 3.3138 -2.2653 1.7926 -0.003 0.081 0.037
H 2.6501 -1.4144 3.1952 -0.067 0.026 0.057
H 4.3472 -1.1895 2.7586 0.045 0.008 0.009
H 2.6032 1.8530 1.5096 -0.045 0.271 -0.301
H 3.5629 1.2538 2.8682 -0.019 -0.052 -0.065
H 1.8213 1.0055 2.8377 -0.146 -0.052 0.055
H 5.2031 -0.9399 0.7001 -0.017 0.015 -0.012
H 5.5009 -1.2002 -1.0173 0.010 0.022 -0.072
H 5.0733 -2.5707 0.0188 -0.032 -0.024 0.011
H 1.9873 -1.6408 -1.9045 -0.004 -0.023 0.047
H 3.3479 -2.7742 -1.8922 0.004 -0.036 0.035
H 3.5443 -1.1563 -2.5949 0.023 -0.047 0.008
H -2.9393 0.0377 -1.1284 0.141 -0.107 -0.055
H -4.4510 0.9298 -0.9065 0.038 0.029 -0.065
H -3.2311 0.9648 0.3519 0.059 0.017 0.295
H -2.8327 4.2182 -1.2582 0.021 -0.004 -0.009
H -3.4872 3.3937 0.1558 -0.004 -0.029 0.049
H -4.4312 3.4466 -1.3461 -0.023 0.011 -0.029
Cl -0.6873 2.8454 1.3933 -0.372 -0.434 0.487
C -1.8614 -4.4499 1.4836 -0.179 -0.035 0.303
Ge -0.8722 -2.9787 0.6982 0.431 0.401 -0.538
C 0.9857 -3.5444 0.5335 0.148 -0.139 0.120
C -1.5035 -2.5558 -1.1015 -0.103 -0.067 -0.127
Ge -0.9606 -0.8092 1.8792 -0.955 -0.696 0.703
C -0.1841 -0.8386 3.6567 0.536 0.296 -0.073
C 0.1029 -2.0878 4.2074 0.018 0.014 -0.003
C 0.6049 -2.1866 5.5002 -0.009 0.056 0.082
C 0.8426 -1.0332 6.2415 -0.013 -0.017 -0.069
C 0.5578 0.2173 5.6977 0.008 -0.121 0.020
C 0.0463 0.3151 4.4105 -0.074 -0.153 0.175
C -2.8303 -0.4022 2.2471 -0.090 0.414 -0.136
C -3.1734 0.7734 2.9283 -0.083 -0.156 0.051
C -4.5042 1.0952 3.1503 -0.057 -0.113 -0.058
C -5.5110 0.2398 2.7028 0.120 0.043 -0.024
C -5.1820 -0.9335 2.0360 -0.003 0.013 0.071
C -3.8474 -1.2442 1.7977 -0.003 0.090 0.061
H -1.7473 -5.2896 0.7912 -0.050 0.040 0.106
H -2.9218 -4.2343 1.6206 0.105 -0.086 -0.022
H -1.4325 -4.7264 2.4504 -0.088 -0.031 -0.123
H 1.0450 -4.3418 -0.2164 0.023 0.112 0.123
H 1.3744 -3.9289 1.4829 -0.047 0.052 -0.153
H 1.6090 -2.7114 0.2120 0.018 -0.094 -0.015
H -1.2810 -3.3893 -1.7746 -0.053 0.081 0.050
H -0.9890 -1.6646 -1.4695 -0.027 -0.019 -0.038
H -2.5805 -2.3703 -1.1238 0.086 -0.016 -0.015
H -0.0789 -2.9968 3.6339 0.075 0.119 0.088
H 0.8092 -3.1622 5.9283 0.000 0.087 -0.030
H 1.2478 -1.1089 7.2453 -0.055 0.006 -0.098
H 0.7325 1.1159 6.2784 -0.007 -0.061 -0.024
H -0.1851 1.2947 4.0061 0.050 -0.008 -0.067
H -2.4006 1.4536 3.2698 -0.063 -0.044 -0.059
H -4.7596 2.0130 3.6679 0.008 -0.067 -0.024
H -6.5509 0.4931 2.8695 0.038 -0.019 0.019
H -5.9636 -1.6079 1.7047 0.044 0.057 -0.013
H -3.6092 -2.1521 1.2549 -0.015 0.031 -0.019

---

2.
98
Properties=species:S:1:pos:R:3:forces:R:3 method="wB97M-V/def2-TZVPD" charge=0 de_lowest_kcal_mol=30.4 e_tot_ev=-118642.292
Tl -0.5042 -0.1513 0.4295 0.072 0.090 0.137
N 0.5445 2.7286 -4.2931 0.346 -0.499 -0.529
C -0.0577 3.0647 -2.9824 -0.177 -0.545 0.939
C -0.3651 4.5372 -2.8726 -0.040 0.166 0.001
P 1.2315 2.4320 -1.7866 0.689 1.021 0.015
O 2.2530 3.7245 -1.7562 -0.271 -0.560 -0.386
O 1.9145 1.3754 -2.6112 -0.025 -0.177 -0.001
O 0.7862 2.1853 -0.3965 -0.234 0.022 0.076
P -1.5817 1.9530 -2.9475 -0.983 0.671 -0.349
O -2.8038 3.0364 -2.9993 0.427 -0.184 -0.285
O -1.5148 1.3083 -4.3032 -0.187 0.381 -0.151
O -1.7653 1.1372 -1.7209 0.136 0.050 0.107
H 0.8607 3.5324 -4.8294 -0.046 -0.089 0.070
H -0.2265 2.1319 -4.7453 0.354 0.155 -0.193
H 1.3371 2.0806 -3.9939 -0.138 0.122 -0.578
H 0.5437 5.1257 -3.0014 0.038 0.005 0.046
H -0.7680 4.7479 -1.8849 -0.065 0.103 0.040
H -1.1021 4.8359 -3.6179 -0.062 0.026 0.062
H 2.1692 4.1271 -0.8940 0.053 0.282 0.437
H -3.1426 3.1341 -2.1111 -0.285 0.069 0.392
O -0.0214 -1.3457 -2.0122 0.381 0.066 1.216
S -0.4067 -1.1057 -3.4112 -0.376 -1.202 -1.533
C -2.2134 -1.4517 -3.5653 0.285 0.095 0.035
C -2.6962 -2.7660 -2.9784 0.166 -0.047 0.218
C -2.6852 -2.7928 -1.4485 0.001 -0.103 0.027
C -3.6714 -1.8060 -0.8405 0.109 -0.375 0.464
S -3.8085 -2.1858 0.9497 -1.338 0.898 -0.840
O -2.4599 -1.9976 1.5114 0.909 -0.288 0.340
C -4.7917 -0.7151 1.4235 0.067 -0.703 -0.065
C -4.3859 0.5867 1.1842 0.157 0.086 -0.079
C -5.1970 1.6339 1.5941 0.114 -0.025 -0.064
C -6.3925 1.3798 2.2481 -0.101 -0.027 0.020
C -6.7811 0.0752 2.5109 -0.036 0.104 0.012
C -5.9756 -0.9720 2.0972 0.064 -0.117 -0.027
C 0.0971 -2.6644 -4.2347 0.041 0.315 0.088
C 0.5644 -3.6953 -3.4386 -0.041 0.185 0.149
C 0.9659 -4.8879 -4.0147 -0.013 -0.021 -0.090
C 0.9013 -5.0434 -5.3890 0.051 -0.055 -0.060
C 0.4490 -4.0024 -6.1859 -0.040 -0.005 -0.063
C 0.0464 -2.8067 -5.6112 -0.075 0.052 0.003
H -2.4056 -1.3989 -4.6346 -0.005 0.126 -0.122
H -2.6738 -0.5916 -3.0885 -0.065 0.036 -0.074
H -2.0670 -3.5796 -3.3494 -0.182 -0.034 0.000
H -3.7204 -2.9535 -3.3246 0.111 0.028 -0.091
H -1.6856 -2.5567 -1.0839 -0.023 -0.155 0.007
H -2.9299 -3.8066 -1.1133 0.006 0.007 -0.006
H -4.6708 -1.9194 -1.2603 -0.152 0.059 0.017
H -3.3275 -0.7806 -0.9489 -0.029 0.189 0.007
H -3.4469 0.7885 0.6868 0.095 0.024 -0.058
H -4.8945 2.6542 1.4017 0.046 0.018 0.006
H -7.0253 2.2029 2.5476 -0.025 0.047 0.062
H -7.7052 -0.1267 3.0331 -0.055 0.000 0.022
H -6.2554 -1.9966 2.2928 -0.097 -0.117 0.036
H 0.5843 -3.5433 -2.3702 0.058 -0.028 0.182
H 1.3259 -5.6963 -3.3955 0.010 -0.054 0.088
H 1.2051 -5.9752 -5.8441 0.040 -0.052 -0.038
H 0.4128 -4.1297 -7.2577 -0.032 0.033 -0.097
H -0.3214 -1.9971 -6.2254 0.009 0.102 -0.117
N 2.1357 -0.3852 -0.2532 -0.041 0.129 0.190
N 2.8685 -1.5397 -0.5141 0.357 -0.002 -0.424
C 2.3209 -2.7654 -0.3777 0.020 -0.189 0.119
N 3.0655 -3.8044 -0.8557 0.256 0.296 -0.112
S 0.8577 -3.0833 0.3148 -0.456 -0.147 0.260
H 1.9152 0.1206 -1.1124 0.233 -0.285 -0.056
H 2.6250 0.2344 0.3879 0.011 -0.259 -0.065
H 3.6468 -1.4589 -1.1646 -0.178 0.046 0.188
H 4.0362 -3.6718 -1.0890 0.024 -0.004 0.028
H 2.7865 -4.7176 -0.5418 -0.025 0.057 -0.041
C 0.6865 0.0439 6.9342 0.127 0.165 0.218
O 0.1877 -0.8130 5.9374 0.183 -0.416 -0.339
C 1.0663 -1.5449 5.1979 -0.082 -0.397 0.096
C 2.4332 -1.6032 5.4454 -0.086 0.203 0.105
C 3.2507 -2.4703 4.7428 -0.076 -0.104 -0.089
C 2.6996 -3.3270 3.8054 0.130 -0.012 -0.042
C 1.3482 -3.2702 3.5311 -0.273 0.254 0.266
C 0.5226 -2.3576 4.1817 0.858 -0.072 0.519
N -0.8364 -2.3805 3.9008 -0.538 -0.022 -0.244
C -1.7555 -1.4135 3.9831 -0.078 0.163 0.100
C -1.5949 -0.0419 4.0640 0.271 0.049 -0.289
C -2.7309 0.7508 4.3919 -0.126 0.168 0.131
C -2.6475 2.0978 4.5382 -0.459 -0.127 0.093
C -1.3982 2.7432 4.3632 0.321 -0.053 -0.080
C -0.3008 2.0492 3.9776 0.117 0.219 -0.006
C -0.3458 0.6320 3.7054 -0.257 -0.085 0.017
O 0.5960 0.0468 3.1426 0.090 0.115 -0.040
H -0.1746 0.5960 7.3094 0.069 -0.036 -0.018
H 1.4127 0.7508 6.5258 -0.004 0.012 -0.013
H 1.1467 -0.5179 7.7555 -0.019 0.023 -0.078
H 2.8688 -0.9716 6.2015 0.011 0.102 0.102
H 4.3130 -2.4914 4.9446 0.009 0.003 0.044
H 3.3207 -4.0354 3.2803 0.074 -0.070 -0.091
H 0.9153 -3.9123 2.7787 0.014 -0.058 0.019
H -1.1508 -3.2337 3.4517 -0.081 0.161 0.211
H -2.7724 -1.7905 4.0006 0.056 0.008 -0.098
H -3.6771 0.2492 4.5501 -0.119 -0.069 -0.010
H -3.5204 2.6868 4.7847 -0.047 -0.055 0.041
H -1.3272 3.8107 4.5265 0.001 0.073 -0.023
H 0.6450 2.5394 3.7955 0.078 0.047 -0.012

---

The lowest charge belongs to which entry?
C33H44N5O10P2S3Tl

---

The highest charge belongs to which entry?
C35H49ClGe2N6Pd

---

The lowest charge belongs to which entry?
C33H44N5O10P2S3Tl